1.
DFT (wB97M-V/def2-TZVPD) results for C36H56N2O5SeTi as an isolated structure at a distorted geometry.

XYZ file:
```
101
Properties=species:S:1:pos:R:3:mulliken_charge:R:1
Ti -0.9214 1.8089 0.1410 -0.95
C 0.0452 -4.6962 -3.7179 -1.64
C -0.4348 -3.3675 -4.3123 1.83
C -1.7359 -3.5800 -5.0971 -1.60
C 0.6301 -2.8608 -5.2861 -2.12
C -0.7098 -2.3797 -3.1935 -0.41
C 0.0296 -1.2254 -3.0023 -0.55
C -0.3554 -0.3238 -2.0229 0.36
Se 0.7824 1.1962 -1.5839 -0.19
C 1.8070 0.2836 -0.1790 -0.17
C 3.0439 -0.2754 -0.4394 -0.53
C 3.7451 -0.8958 0.5868 0.01
C 3.1641 -0.8939 1.8503 -0.51
C 1.9288 -0.3344 2.1494 -0.48
C 1.2049 0.2565 1.0927 0.02
O -0.0025 0.7675 1.2296 0.50
C 1.4444 -0.4056 3.5959 2.47
C 0.0815 0.2558 3.8358 -1.93
C 1.3211 -1.8836 3.9967 -1.70
C 2.4656 0.3127 4.4931 -1.78
C 5.1003 -1.5545 0.3869 1.99
C 5.0133 -3.0354 0.7848 -1.65
C 6.1332 -0.8360 1.2666 -1.66
C 5.5699 -1.4776 -1.0668 -2.10
C -1.5017 -0.4982 -1.2336 0.30
O -1.9298 0.5120 -0.4830 1.69
C -2.1265 -1.7656 -1.2858 -0.59
C -1.7259 -2.6456 -2.2756 -0.53
C -3.0851 -2.1806 -0.1724 2.51
C -3.6344 -3.5984 -0.3660 -2.42
C -2.2647 -2.1524 1.1298 -1.58
C -4.2742 -1.2183 -0.0566 -1.66
H 0.2407 -5.4091 -4.5147 0.48
H -0.6966 -5.1257 -3.0508 0.31
H 0.9641 -4.5451 -3.1570 0.35
H -1.5606 -4.2493 -5.9344 0.46
H -2.0955 -2.6298 -5.4846 0.36
H -2.5141 -4.0125 -4.4748 0.31
H 0.7219 -3.5656 -6.1089 0.47
H 1.6016 -2.7816 -4.8060 0.34
H 0.3535 -1.8947 -5.6999 0.39
H 0.9088 -0.9962 -3.5858 0.61
H 3.4265 -0.2245 -1.4447 0.60
H 3.7015 -1.3647 2.6537 0.36
H -0.6935 -0.2143 3.2341 0.12
H 0.1209 1.3187 3.5950 0.24
H -0.1887 0.1477 4.8873 0.57
H 0.6252 -2.3902 3.3305 0.24
H 0.9512 -1.9746 5.0156 0.51
H 2.2775 -2.3950 3.9427 0.32
H 2.5640 1.3551 4.1914 0.28
H 3.4487 -0.1455 4.4403 0.33
H 2.1340 0.2797 5.5288 0.50
H 4.7809 -3.1613 1.8375 0.32
H 5.9632 -3.5260 0.5885 0.48
H 4.2438 -3.5364 0.2025 0.35
H 5.9103 -0.9448 2.3233 0.32
H 6.1539 0.2244 1.0283 0.35
H 7.1220 -1.2481 1.0838 0.48
H 4.8832 -2.0060 -1.7236 0.40
H 6.5469 -1.9469 -1.1498 0.45
H 5.6634 -0.4446 -1.3905 0.37
H -2.2171 -3.6003 -2.3387 0.56
H -2.8298 -4.3300 -0.3870 0.41
H -4.2167 -3.6689 -1.2823 0.45
H -4.2865 -3.8456 0.4702 0.47
H -1.4241 -2.8403 1.0495 0.43
H -2.8769 -2.4537 1.9792 0.52
H -1.8755 -1.1461 1.3119 -0.03
H -4.8199 -1.1778 -0.9972 0.39
H -3.9276 -0.2158 0.1968 -0.08
H -4.9488 -1.5655 0.7240 0.52
C 1.6216 5.4360 1.5734 -1.07
N 0.3367 5.1377 2.1808 0.11
C 0.0210 5.9312 3.3450 -0.91
C -0.3301 4.0517 1.7691 0.84
O 0.1428 3.2976 0.8970 -0.09
C -1.7106 3.7130 2.3450 -1.08
O -2.3303 2.7055 1.5581 -0.44
C -3.3290 3.1137 0.6297 -0.84
C -2.7698 3.2052 -0.7849 0.67
O -1.5137 3.2039 -0.9934 -0.80
N -3.6385 3.2891 -1.8230 0.28
C -3.1023 3.5106 -3.1507 -0.99
C -5.0489 3.5450 -1.6460 -0.94
H 1.6853 6.5053 1.3759 0.39
H 1.7112 4.8875 0.6356 0.26
H 2.4425 5.1528 2.2365 0.35
H 0.2726 6.9735 3.1406 0.28
H 0.6179 5.6047 4.2026 0.31
H -1.0313 5.8713 3.6055 0.37
H -2.3554 4.5996 2.4140 0.54
H -1.5827 3.2757 3.3502 0.55
H -3.7815 4.0751 0.9341 0.58
H -4.1077 2.3336 0.6686 0.43
H -2.0666 3.1712 -3.1800 0.25
H -3.1374 4.5728 -3.4094 0.36
H -3.6877 2.9494 -3.8765 0.37
H -5.4908 2.8662 -0.9182 0.34
H -5.5455 3.3881 -2.6001 0.33
H -5.2356 4.5759 -1.3290 0.32
```

Output
- HOMO-LUMO gap (alpha / beta): 6.8817 / 7.3579 eV
- Multiplicity: 2
- Net charge: +1
- Energy: -5141.888679 Eh

2.
DFT (wB97M-V/def2-TZVPD) results for C36H57AsBF4GeIrN6OS2Si3 as an isolated structure.

XYZ file:
```
113
Properties=species:S:1:pos:R:3:mulliken_charge:R:1
Ir 1.1395 0.7623 1.0661 2.43
S -0.1298 4.9854 7.1882 0.10
N 0.0596 5.4126 5.6326 -0.71
C 0.3130 4.3112 4.9562 0.71
C 0.5916 4.2293 3.5433 0.52
C 0.7544 5.3326 2.7334 -0.54
C 1.1108 5.1474 1.3976 -1.36
C 1.2264 3.8601 0.9118 0.52
N 1.0135 2.7712 1.6440 0.01
C 0.7557 2.9227 2.9907 -0.66
C 0.7236 1.7722 3.7854 -0.04
N 0.8968 0.5431 3.1618 0.34
C 1.1072 -0.5274 3.9330 -0.91
C 1.0671 -0.5092 5.3064 -1.47
C 0.7604 0.6973 5.9574 -0.83
C 0.6001 1.8369 5.2069 0.42
C 0.3365 3.1376 5.7777 0.79
N 0.1074 3.3849 7.0498 -0.69
H 0.6283 6.3195 3.1581 0.51
H 1.2940 5.9867 0.7438 0.53
H 1.5108 3.6987 -0.1148 -0.06
H 1.3026 -1.4638 3.4289 0.78
H 1.2495 -1.4177 5.8615 0.55
H 0.6625 0.7531 7.0330 0.51
C 3.9724 0.8125 -2.5770 -1.27
Ge 2.1942 1.6467 -2.3347 1.19
C 2.4444 3.5958 -2.5199 -1.44
C 1.1585 1.1777 -3.9853 -1.28
C 0.7015 1.0999 -0.9647 0.01
H 4.2343 0.9327 -3.6301 0.60
H 4.0084 -0.2403 -2.3168 0.24
H 4.6990 1.3400 -1.9670 0.34
H 3.1019 3.7283 -3.3813 0.51
H 2.9342 4.0365 -1.6538 0.34
H 1.5055 4.1098 -2.7186 0.35
H 1.8245 1.3038 -4.8416 0.62
H 0.3228 1.8690 -4.1042 0.29
H 0.7784 0.1542 -4.0031 0.28
H 0.2550 0.2215 -1.4351 -1.99
F 5.5206 1.1525 1.0404 -0.32
B 4.1618 1.2582 0.9165 -0.61
F 3.6195 0.0768 0.2813 -0.14
F 3.5035 1.3369 2.1604 -0.21
F 3.7628 2.3614 0.1381 -0.22
C -4.1552 2.4893 -5.8311 -1.46
C -2.9596 2.1704 -4.9356 -0.30
C -3.4126 1.4291 -3.6811 -0.77
N -2.2998 1.0973 -2.7944 0.70
C -2.0448 1.7163 -1.5905 -0.56
S -0.4775 2.4414 -1.2713 -0.11
N -3.0718 2.2175 -0.7905 0.14
C -4.3845 1.8393 -0.5622 0.11
O -5.1236 2.6353 -0.0052 -0.69
C -4.8555 0.4919 -0.9818 -0.09
C -6.2058 0.3598 -1.2998 -0.65
C -6.7173 -0.8638 -1.6936 -0.66
C -5.8883 -1.9759 -1.7400 -0.66
C -4.5537 -1.8598 -1.3805 -0.37
C -4.0338 -0.6321 -1.0011 0.78
H -3.8395 2.9986 -6.7410 0.41
H -4.8619 3.1315 -5.3036 0.35
H -4.6700 1.5702 -6.1165 0.34
H -2.4564 3.0955 -4.6435 0.27
H -2.2423 1.5528 -5.4845 0.36
H -3.9203 0.5029 -3.9705 0.34
H -4.1292 2.0444 -3.1423 0.46
H -1.4649 0.8198 -3.2858 -0.17
H -2.8448 3.0651 -0.2895 0.23
H -6.8384 1.2352 -1.2335 0.50
H -7.7604 -0.9500 -1.9686 0.39
H -6.2863 -2.9365 -2.0413 0.43
H -3.9121 -2.7309 -1.4005 0.30
H -2.9984 -0.5458 -0.6992 0.31
C -2.1131 -3.2349 0.6065 -0.75
Si -0.6877 -2.8984 1.8107 0.58
C -1.5544 -1.9618 3.2112 -1.29
C -0.1298 -4.5607 2.5168 -1.33
As 1.1510 -1.7205 0.7260 0.34
Si 0.8615 -2.6678 -1.4482 0.67
C -0.7638 -2.0115 -2.1972 -0.44
C 2.2147 -2.2592 -2.6987 -0.64
C 0.7537 -4.5552 -1.3098 -1.05
Si 3.2687 -2.7214 1.4020 1.24
C 3.1795 -4.5364 1.9564 -1.31
C 4.0454 -1.7645 2.8280 -1.02
C 4.4060 -2.7636 -0.1067 -0.71
H -2.6931 -4.0941 0.9483 0.56
H -1.7909 -3.4378 -0.4122 0.07
H -2.7789 -2.3704 0.5899 0.03
H -2.5643 -2.3639 3.3180 0.49
H -1.6407 -0.8936 3.0007 0.31
H -1.0503 -2.0726 4.1694 0.36
H -1.0079 -5.1614 2.7620 0.43
H 0.4462 -4.4312 3.4343 0.33
H 0.4789 -5.1295 1.8143 0.36
H -1.3265 -1.4053 -1.4854 -0.62
H -1.4105 -2.8290 -2.5214 0.62
H -0.5669 -1.3915 -3.0737 0.51
H 2.4834 -1.2044 -2.6364 -0.74
H 1.8654 -2.4595 -3.7137 0.51
H 3.1178 -2.8481 -2.5382 0.45
H -0.0633 -4.8771 -0.6617 0.23
H 1.6790 -4.9808 -0.9149 0.25
H 0.5869 -4.9891 -2.2978 0.45
H 2.6385 -4.6835 2.8897 0.35
H 4.2088 -4.8658 2.1210 0.38
H 2.7435 -5.1914 1.2000 0.29
H 3.9985 -2.3274 3.7617 0.43
H 3.5761 -0.7951 2.9893 -0.04
H 5.0929 -1.5622 2.5974 0.51
H 4.2878 -3.6821 -0.6855 0.30
H 5.4416 -2.7134 0.2356 0.54
H 4.2403 -1.9132 -0.7645 -0.38
```

Output
- HOMO-LUMO gap (alpha / beta): 5.3027 / 6.2276 eV
- Multiplicity: 5
- Net charge: 0
- Energy: -8316.244370 Eh